A 2-piece molecular cluster, C3H11N3 overall in a non-equilibrium geometry, computed with ωB97M-V/def2-TZVPD.

**Total charge**: 0
**Maximum force**: 1.6 eV/Å
**Energy above the lowest of the compared OMol25 structures with the same formula, charge and spin**: 46.3 kcal per mole
**Orbital gap**: 10.20 eV
**HOMO level**: -0.337 Ha

```
17
Properties=species:S:1:pos:R:3:mulliken_charge:R:1
C 1.61 -1.33 0.66 -0.31
N 2.06 -1.26 -0.51 -0.39
C 2.58 0.01 -0.99 -0.76
H 1.36 -2.26 1.16 0.30
H 1.42 -0.38 1.18 0.26
H 1.75 0.73 -1.01 0.31
H 3.33 0.40 -0.29 0.31
H 3.18 -0.15 -1.88 0.27
N -1.47 0.13 -0.97 -0.66
C -1.61 0.32 0.48 -0.19
N -2.76 1.16 0.80 -0.62
H -2.41 -0.18 -1.21 0.28
H -0.94 -0.73 -1.08 0.26
H -0.70 0.67 0.96 0.25
H -1.81 -0.63 0.99 0.22
H -2.94 1.83 0.05 0.23
H -2.65 1.67 1.66 0.22
```